(1)
{"formula": "C27H52Br12O11S3", "method": "wB97M-V/def2-TZVPD", "orbital_gap_ev": [4.62, 7.19], "s_squared": 0.767, "lumo_energy_ev": [1.84, 1.84], "multiplicity": 2, "charge": -1, "total_energy_ha": -33970.23394, "e_homo_ev": [-2.8, -5.4], "species": ["Br", "C", "C", "Br", "H", "H", "H", "H", "Br", "C", "C", "Br", "H", "H", "H", "H", "Br", "C", "C", "Br", "H", "H", "H", "H", "Br", "C", "C", "Br", "H", "H", "H", "H", "Br", "C", "C", "Br", "H", "H", "H", "H", "Br", "C", "C", "Br", "H", "H", "H", "H", "O", "S", "O", "O", "C", "C", "C", "H", "H", "H", "H", "H", "H", "H", "H", "O", "S", "O", "O", "C", "C", "C", "H", "H", "H", "H", "H", "H", "H", "H", "O", "S", "O", "O", "C", "C", "C", "H", "H", "H", "H", "H", "H", "H", "H", "C", "C", "C", "O", "C", "C", "C", "O", "H", "H", "H", "H"], "positions_angstrom": [[3.71, -2.80, -0.65], [4.75, -2.43, 1.00], [5.65, -3.61, 1.35], [6.70, -3.17, 2.96], [4.10, -2.14, 1.82], [5.27, -1.51, 0.72], [6.39, -3.96, 0.63], [5.04, -4.48, 1.58], [2.21, 3.53, 4.03], [3.60, 2.34, 3.35], [3.95, 1.23, 4.46], [5.39, 0.12, 3.78], [4.49, 2.93, 3.12], [3.25, 1.88, 2.42], [3.13, 0.52, 4.59], [4.31, 1.52, 5.45], [-4.04, 1.85, -6.13], [-4.88, 0.05, -5.84], [-3.92, -0.83, -5.03], [-2.29, -1.12, -6.14], [-5.10, -0.28, -6.85], [-5.83, 0.28, -5.35], [-4.38, -1.80, -4.85], [-3.60, -0.25, -4.16], [2.14, 5.47, 0.97], [0.59, 6.70, 0.94], [-0.58, 6.02, 1.48], [-2.28, 7.15, 1.13], [0.51, 6.89, -0.14], [0.90, 7.69, 1.28], [-0.41, 5.82, 2.54], [-0.70, 5.10, 0.91], [-1.01, 1.17, 4.57], [-1.96, 2.20, 3.13], [-3.05, 3.13, 3.76], [-4.07, 4.26, 2.46], [-2.41, 1.44, 2.49], [-1.19, 2.81, 2.64], [-2.54, 3.81, 4.43], [-3.76, 2.65, 4.44], [0.18, -5.82, -4.10], [-1.58, -5.36, -3.28], [-2.37, -4.43, -4.13], [-4.14, -4.02, -3.16], [-1.28, -4.94, -2.32], [-1.98, -6.31, -2.94], [-2.65, -4.93, -5.05], [-1.80, -3.52, -4.31], [6.83, 4.01, -0.72], [6.74, 2.88, 0.18], [6.65, 2.96, 1.65], [5.64, 1.73, -0.36], [5.35, 1.65, -1.73], [3.84, 1.49, -1.94], [8.24, 1.80, -0.21], [5.77, 0.67, -1.98], [5.78, 2.43, -2.36], [3.42, 0.82, -2.69], [3.41, 2.47, -2.17], [3.43, 1.25, -0.95], [8.16, 1.52, -1.26], [8.12, 0.93, 0.44], [9.25, 2.17, -0.01], [-2.47, -5.26, 4.28], [-2.60, -6.06, 3.02], [-3.44, -5.63, 1.90], [-1.02, -6.18, 2.34], [-0.33, -4.94, 2.46], [0.34, -4.76, 1.21], [-2.93, -7.91, 3.32], [0.43, -4.96, 3.24], [-0.90, -4.01, 2.51], [0.99, -3.89, 1.12], [-0.43, -4.84, 0.44], [1.15, -5.44, 0.96], [-3.49, -8.06, 4.24], [-1.96, -8.39, 3.41], [-3.32, -8.32, 2.39], [-5.94, 1.39, -2.65], [-5.10, 0.93, -1.57], [-4.34, -0.31, -1.77], [-4.13, 2.21, -1.04], [-4.60, 3.55, -1.14], [-3.34, 4.44, -0.94], [-6.12, 0.79, -0.02], [-5.23, 3.80, -0.29], [-5.24, 3.77, -2.00], [-2.50, 4.27, -1.63], [-2.80, 4.32, 0.00], [-3.70, 5.46, -0.91], [-6.43, 1.83, 0.11], [-5.48, 0.45, 0.80], [-6.87, 0.04, -0.26], [0.78, -0.73, -0.62], [0.69, 0.45, -0.04], [-0.25, 1.49, -0.42], [-0.25, 2.49, 0.28], [-1.10, 1.09, -1.58], [-0.93, -0.09, -2.26], [-0.11, -1.20, -1.70], [-0.03, -2.33, -2.12], [1.56, -1.44, -0.36], [1.43, 0.76, 0.69], [-1.66, 1.86, -2.09], [-1.40, -0.28, -3.21]]}

=====

(2)
{"formula": "C55H68N5O3", "method": "wB97M-V/def2-TZVPD", "orbital_gap_ev": 2.65, "lumo_energy_ev": -4.91, "charge": 1, "total_energy_ha": -2635.66433, "e_homo_ev": -7.6, "species": ["C", "O", "C", "C", "C", "C", "C", "N", "C", "C", "C", "C", "C", "C", "C", "C", "C", "C", "C", "C", "N", "N", "C", "C", "C", "C", "C", "C", "C", "C", "C", "C", "C", "C", "C", "C", "C", "C", "H", "H", "H", "H", "H", "H", "H", "H", "H", "H", "H", "H", "H", "H", "H", "H", "H", "H", "H", "H", "H", "H", "H", "H", "H", "H", "H", "H", "H", "H", "H", "H", "H", "H", "H", "H", "H", "H", "H", "H", "H", "H", "H", "C", "C", "N", "C", "C", "C", "C", "C", "C", "C", "C", "C", "N", "C", "C", "O", "C", "C", "C", "C", "C", "C", "C", "C", "O", "H", "H", "H", "H", "H", "H", "H", "H", "H", "H", "H", "H", "H", "H", "H", "H", "H", "H", "H", "H", "H", "H", "H", "H", "H"], "positions_angstrom": [[5.67, -0.65, 0.34], [5.08, -1.97, 0.38], [3.74, -2.10, 0.17], [2.89, -1.04, -0.23], [1.55, -1.29, -0.48], [0.98, -2.58, -0.33], [-0.44, -2.79, -0.52], [-0.93, -4.04, -0.92], [-0.29, -5.06, -1.70], [-0.60, -6.43, -1.48], [-1.81, -6.91, -0.68], [-1.42, -7.35, 0.73], [-2.70, -7.93, -1.40], [0.29, -7.38, -1.99], [1.32, -7.00, -2.87], [1.45, -5.66, -3.26], [0.58, -4.69, -2.76], [0.55, -3.34, -3.47], [-0.07, -3.44, -4.87], [1.95, -2.74, -3.61], [-2.28, -4.04, -0.90], [-2.66, -2.78, -0.58], [-4.09, -2.58, -0.66], [-4.93, -3.43, 0.11], [-4.37, -4.45, 1.11], [-5.29, -5.67, 1.31], [-3.96, -3.83, 2.43], [-6.31, -3.36, -0.06], [-6.89, -2.56, -1.05], [-6.06, -1.82, -1.88], [-4.67, -1.90, -1.76], [-3.83, -1.41, -2.95], [-3.86, 0.10, -3.10], [-4.30, -2.12, -4.23], [-1.52, -1.94, -0.31], [-1.47, -0.59, 0.10], [1.86, -3.63, 0.07], [3.18, -3.39, 0.36], [6.74, -0.84, 0.47], [5.49, -0.16, -0.63], [5.29, -0.03, 1.16], [3.29, -0.02, -0.33], [0.91, -0.46, -0.81], [-2.43, -6.01, -0.59], [-0.89, -6.52, 1.24], [-2.30, -7.61, 1.33], [-0.73, -8.20, 0.70], [-3.07, -7.51, -2.34], [-2.17, -8.87, -1.63], [-3.57, -8.17, -0.78], [0.19, -8.44, -1.72], [2.01, -7.74, -3.28], [2.22, -5.36, -3.98], [-0.07, -2.66, -2.88], [-1.09, -3.83, -4.84], [-0.09, -2.44, -5.34], [0.54, -4.10, -5.50], [2.53, -2.86, -2.69], [2.49, -3.23, -4.43], [1.86, -1.67, -3.83], [-3.47, -4.85, 0.64], [-5.66, -6.06, 0.36], [-4.73, -6.48, 1.80], [-6.15, -5.42, 1.95], [-3.22, -3.04, 2.27], [-4.83, -3.41, 2.95], [-3.51, -4.61, 3.07], [-6.95, -3.98, 0.55], [-7.98, -2.54, -1.18], [-6.48, -1.24, -2.71], [-2.80, -1.71, -2.75], [-3.38, 0.56, -2.23], [-3.30, 0.40, -3.99], [-4.89, 0.47, -3.18], [-4.28, -3.21, -4.10], [-5.34, -1.84, -4.47], [-3.66, -1.86, -5.08], [-2.42, -0.04, 0.12], [-0.55, -0.23, 0.51], [1.47, -4.65, 0.17], [3.84, -4.18, 0.73], [-0.22, 7.47, 8.15], [0.04, 6.19, 7.37], [1.35, 6.15, 6.73], [1.42, 5.33, 5.61], [0.59, 4.17, 5.48], [0.52, 3.45, 4.30], [1.18, 3.90, 3.12], [1.11, 3.13, 1.92], [1.66, 3.71, 0.72], [1.03, 4.89, 0.21], [1.56, 5.59, -0.85], [2.80, 5.23, -1.44], [3.28, 5.82, -2.62], [2.34, 6.52, -3.48], [2.84, 6.41, -4.92], [4.14, 7.01, -5.05], [5.14, 6.42, -4.21], [4.69, 6.18, -2.75], [3.49, 4.12, -0.86], [2.89, 3.33, 0.11], [2.04, 5.06, 3.27], [2.20, 5.68, 4.49], [2.31, 7.27, 6.85], [1.97, 8.33, 7.90], [0.96, 7.93, 8.82], [-0.62, 8.20, 7.44], [-0.95, 7.27, 8.95], [-0.12, 5.33, 8.03], [-0.74, 6.12, 6.59], [0.04, 3.82, 6.34], [-0.06, 2.53, 4.23], [0.66, 2.16, 1.97], [0.12, 5.23, 0.68], [1.05, 6.50, -1.20], [1.35, 6.06, -3.41], [2.25, 7.60, -3.23], [2.88, 5.34, -5.19], [2.20, 6.97, -5.62], [5.48, 5.45, -4.64], [5.97, 7.14, -4.25], [4.92, 7.13, -2.23], [5.32, 5.41, -2.31], [4.49, 3.91, -1.24], [3.40, 2.42, 0.47], [2.64, 5.44, 2.44], [2.94, 6.50, 4.60], [3.34, 6.94, 7.09], [2.41, 7.82, 5.91], [2.84, 8.56, 8.53], [1.65, 9.25, 7.36]]}

=====

(3)
{"formula": "C3H2N3OS", "method": "wB97M-V/def2-TZVPD", "orbital_gap_ev": 7.22, "lumo_energy_ev": 3.93, "smiles": "O=c1ccnnn1[S-]", "charge": -1, "total_energy_ha": -753.19374, "e_homo_ev": -3.3, "species": ["O", "C", "C", "C", "N", "N", "N", "S", "H", "H"], "positions_angstrom": [[0.49, -3.02, -0.77], [0.40, -2.10, 0.03], [0.29, -0.64, -0.24], [-0.04, 0.10, 0.86], [-0.06, -0.22, 2.16], [0.18, -1.52, 2.46], [0.45, -2.38, 1.53], [0.68, -3.94, 1.95], [0.12, -0.26, -1.17], [-0.33, 1.21, 0.60]]}